Below is the ion C2H6N3OS with charge +1 in a non-equilibrium geometry, with properties calculated with the ωB97M-V functional and the def2-TZVPD basis.

Electronic energy = -717.142311 hartree
Energy above the lowest of the compared OMol25 structures with the same formula, charge and spin = 87.3 kcal/mol
Gap between HOMO and LUMO = 10.1 eV
HOMO level = -13.59 eV
Structure (SMILES) = N1[NH2+][C@H]2OSN[C@@H]12
Maximum force = 4.25 eV/A
LUMO energy = -0.128 Eh
Total charge = +1

Last column: natural (NBO) charge in e.
CARTESIAN COORDINATES (ANGSTROEM)
N  1.04895  -0.22007  -0.34068  -0.4144
N  0.70302  0.81308  0.59571  -0.3917
C  -0.66690  0.24507  0.73679  0.2109
O  -1.69342  1.27509  0.14908  -0.6325
S  -1.33255  1.32493  -1.51066  0.7027
N  -1.03614  -0.34804  -1.59893  -0.7643
C  -0.32555  -0.73569  -0.43008  0.0550
H  1.48143  0.08915  -1.20780  0.4106
H  0.64410  1.78393  0.22511  0.4509
H  1.30214  0.80254  1.43439  0.4456
H  -1.02322  -0.03348  1.71931  0.2591
H  -1.83739  -0.93143  -1.81310  0.4190
H  -0.38671  -1.80914  -0.24884  0.2493

---

Below is a cluster of 3 separate species, C2H6N3OS in total in a non-equilibrium geometry, with properties calculated with the ωB97M-V functional and the def2-TZVPD basis.

Electronic energy = -717.149299 hartree
Energy above the lowest of the compared OMol25 structures with the same formula, charge and spin = 82.9 kcal/mol
Gap between HOMO and LUMO = 9.7 eV
HOMO level = -13.31 eV
Maximum force = 2.12 eV/A
LUMO energy = -0.131 Eh
Total charge = +1

Last column: natural (NBO) charge in e.
CARTESIAN COORDINATES (ANGSTROEM)
C  5.30118  0.85034  -0.30673  0.0189
C  1.31334  -0.97660  0.24196  0.2544
N  4.19707  0.87443  0.01334  0.2111
N  0.46530  -0.10210  0.42336  -0.8190
N  -2.05130  -0.44103  -0.03982  -0.9183
O  3.04773  0.85207  0.31420  -0.4732
S  2.13627  -2.24320  -0.02438  0.2685
H  6.31786  0.90374  -0.55050  0.2668
H  -0.91647  -0.29642  0.18360  0.4396
H  0.74691  0.83763  0.66863  0.4527
H  -2.42504  -1.21797  0.50584  0.4340
H  -2.16657  -0.63900  -1.03342  0.4318
H  -2.55884  0.41562  0.18369  0.4326

---

Below is a cluster of 2 separate species, C2H6N3S in total in a non-equilibrium geometry, with properties calculated with the ωB97M-V functional and the def2-TZVPD basis.

Electronic energy = -641.878832 hartree
Energy above the lowest of the compared OMol25 structures with the same formula, charge and spin = 85.9 kcal/mol
Gap between HOMO and LUMO (spin up / spin down) = 8.5 / 8.5 eV
HOMO level (spin up / spin down) = -14.81 / -14.81 eV
Maximum force = 3.02 eV/A
LUMO energy (spin up / spin down) = -0.231 / -0.231 Eh
Total charge = +1

Last column: natural (NBO) charge in e.
CARTESIAN COORDINATES (ANGSTROEM)
C  -0.35497  0.03208  0.48181  0.5211
C  -0.06805  -1.42521  0.12267  -0.7235
N  -0.18289  0.88424  -0.65771  -0.2300
N  -0.63449  0.61747  1.59473  -0.6511
N  0.10669  0.23031  -1.72674  -0.2236
S  0.46713  -1.32442  -1.62917  0.7374
H  0.92203  -1.74593  0.67320  0.3207
H  -0.87312  -2.26223  0.25872  0.3393
H  -0.33975  0.30240  2.50437  0.4442
H  -0.64057  1.66001  1.60682  0.4530
H  -1.84470  -0.45643  -2.82773  -0.0027
H  -1.27996  -0.25990  -3.20799  0.0150

---

Below is the ion C2H6N3S2 with charge +1 in a non-equilibrium geometry, with properties calculated with the ωB97M-V functional and the def2-TZVPD basis.

Electronic energy = -1040.098792 hartree
Energy above the lowest of the compared OMol25 structures with the same formula, charge and spin = 71.1 kcal/mol
Gap between HOMO and LUMO = 9.0 eV
HOMO level = -12.92 eV
Structure (SMILES) = N/C=[NH+]/NC(=S)S
Maximum force = 3.66 eV/A
LUMO energy = -0.146 Eh
Total charge = +1

Last column: natural (NBO) charge in e.
CARTESIAN COORDINATES (ANGSTROEM)
N  1.96234  0.78407  0.15344  -0.7181
C  1.04313  -0.03987  -0.17874  0.3518
N  -0.08766  -0.07389  0.50228  -0.3699
N  -1.21003  -0.84866  0.47122  -0.4585
C  -2.61401  0.18156  -0.08704  -0.2907
S  -2.32954  1.69775  -0.30866  0.1766
S  -3.91377  -0.91690  0.07962  0.1848
H  2.81726  0.82380  -0.51021  0.4660
H  1.69896  1.43117  0.98778  0.4406
H  1.33114  -0.74331  -0.93448  0.2349
H  -0.32984  0.64701  1.23322  0.4248
H  -1.14207  -1.55063  -0.24739  0.3689
H  -5.00296  -0.39293  -0.57564  0.1888

---

> What is the energy above the lowest of the compared OMol25 structures with the same formula, charge and spin in the first record?

87.3 kcal/mol

---

Copy entry 4 word for word.
Below is the ion C2H6N3S2 with charge +1 in a non-equilibrium geometry, with properties calculated with the ωB97M-V functional and the def2-TZVPD basis.

Electronic energy = -1040.098792 hartree
Energy above the lowest of the compared OMol25 structures with the same formula, charge and spin = 71.1 kcal/mol
Gap between HOMO and LUMO = 9.0 eV
HOMO level = -12.92 eV
Structure (SMILES) = N/C=[NH+]/NC(=S)S
Maximum force = 3.66 eV/A
LUMO energy = -0.146 Eh
Total charge = +1

Last column: natural (NBO) charge in e.
CARTESIAN COORDINATES (ANGSTROEM)
N  1.96234  0.78407  0.15344  -0.7181
C  1.04313  -0.03987  -0.17874  0.3518
N  -0.08766  -0.07389  0.50228  -0.3699
N  -1.21003  -0.84866  0.47122  -0.4585
C  -2.61401  0.18156  -0.08704  -0.2907
S  -2.32954  1.69775  -0.30866  0.1766
S  -3.91377  -0.91690  0.07962  0.1848
H  2.81726  0.82380  -0.51021  0.4660
H  1.69896  1.43117  0.98778  0.4406
H  1.33114  -0.74331  -0.93448  0.2349
H  -0.32984  0.64701  1.23322  0.4248
H  -1.14207  -1.55063  -0.24739  0.3689
H  -5.00296  -0.39293  -0.57564  0.1888